ORCA calculation (ωB97M-V/def2-TZVPD) on a structure of composition C48H43Ge2N7O5Pb.

The geometry in XYZ format:
```
106
Properties=species:S:1:pos:R:3:mulliken_charge:R:1
Pb 0.71432 -0.32864 -1.55839 2.097
O 1.24738 1.90465 2.89808 -0.161
C 0.07119 2.57248 3.02116 1.140
C 0.05257 3.64544 3.90632 -0.858
C -1.10003 4.38718 4.06413 -0.707
C -2.24617 4.07186 3.33640 -1.083
C -2.21943 3.01306 2.45448 -0.887
C -1.06579 2.23868 2.28300 1.121
C -1.04392 1.15130 1.27973 -0.952
O -0.17642 0.14610 1.39555 0.349
N -1.84961 1.30087 0.28373 -0.876
N -1.76261 0.45676 -0.78178 1.543
C -2.89746 0.31549 -1.38076 -1.086
C -3.15587 -0.46469 -2.56263 0.828
C -4.46347 -0.45159 -3.04456 -0.935
C -4.85133 -1.20847 -4.13346 -0.643
C -3.92319 -2.04680 -4.79818 -0.614
C -2.63743 -2.10087 -4.37337 -0.620
C -2.17752 -1.30642 -3.25065 0.119
O -0.97177 -1.37836 -2.93817 0.056
H 1.15256 1.24491 2.19387 -0.350
H 0.95805 3.87662 4.45167 0.560
H -1.10898 5.21722 4.75830 0.429
H -3.15086 4.64956 3.46300 0.460
H -3.09780 2.75240 1.88222 0.492
H -3.75939 0.82025 -0.94478 0.300
H -5.19219 0.17276 -2.54333 0.464
H -5.87494 -1.16537 -4.47871 0.423
H -4.24569 -2.63264 -5.64803 0.459
H -1.89235 -2.71790 -4.85658 0.496
O 0.32855 3.95173 -3.38400 -0.645
C 0.83055 3.76686 -4.62533 0.259
C 0.91402 4.88483 -5.45330 -0.665
C 1.40876 4.76295 -6.73464 -0.276
C 1.83267 3.52639 -7.21829 -0.830
C 1.76254 2.42203 -6.39825 -0.443
C 1.26598 2.51535 -5.09277 0.062
C 1.22961 1.31436 -4.23206 0.978
O 0.63400 1.40370 -3.08327 -0.735
N 1.80733 0.22481 -4.69260 -1.110
N 1.73060 -0.79235 -3.79134 0.499
C 2.10025 -1.94615 -4.18720 -1.014
C 2.00276 -3.11101 -3.30067 0.804
C 2.38762 -4.36650 -3.75543 -0.779
C 2.23241 -5.45921 -2.91872 -0.449
C 1.69315 -5.26607 -1.65817 -1.103
C 1.35112 -3.97563 -1.28033 -0.238
N 1.50744 -2.92094 -2.07075 0.258
H 0.31024 3.06183 -2.97272 0.374
H 0.57983 5.83677 -5.06451 0.441
H 1.46562 5.63903 -7.36742 0.391
H 2.21474 3.43504 -8.22522 0.403
H 2.09420 1.45333 -6.74421 0.453
H 2.45477 -2.08712 -5.20560 0.358
H 2.79914 -4.47579 -4.74965 0.477
H 2.52683 -6.44666 -3.24814 0.439
H 1.53732 -6.08959 -0.97620 0.494
H 0.93274 -3.78132 -0.29989 0.648
N 5.15839 3.24896 2.64665 -0.551
C 4.20411 3.31717 2.01185 -0.165
C 2.99260 3.37287 1.24276 0.443
C 2.12892 4.46000 1.31787 -0.095
C 0.95776 4.41730 0.58498 -1.484
C 0.69063 3.29293 -0.17977 -0.371
N 1.51363 2.24433 -0.25506 0.270
C 2.64488 2.29369 0.43832 -0.407
H 2.37540 5.31041 1.93894 0.503
H 0.25282 5.23535 0.60993 0.500
H -0.22694 3.22679 -0.75148 0.801
H 3.31213 1.44095 0.36124 0.545
C 2.22196 -2.98753 4.72678 -1.286
Ge 2.17184 -1.48871 3.47213 1.049
C 3.09738 0.03313 4.25914 -1.115
C 3.07363 -1.98542 1.80571 -1.167
Ge -0.17471 -1.22007 2.78138 -0.261
C -1.58040 -0.59020 3.94284 0.357
C -2.90940 -0.75569 3.55166 -0.160
C -3.93414 -0.21056 4.30947 -0.778
C -3.63865 0.49531 5.46788 -0.615
C -2.32131 0.64856 5.87534 -0.654
C -1.29567 0.10763 5.11429 -0.031
C -0.81521 -2.76713 1.78374 -0.068
C -0.55532 -4.04158 2.29130 -0.726
C -1.06094 -5.17428 1.66758 -0.825
C -1.83218 -5.04811 0.52089 -0.784
C -2.09459 -3.78844 0.00275 -0.678
C -1.58982 -2.65757 0.63074 0.869
H 3.26182 -3.14532 5.01607 0.472
H 1.85366 -3.90754 4.27681 0.415
H 1.64523 -2.78123 5.62747 0.369
H 3.94275 -0.38363 4.80889 0.541
H 2.48585 0.62077 4.93686 0.288
H 3.48586 0.69474 3.48644 0.265
H 4.15256 -1.95387 1.96211 0.559
H 2.82699 -1.29279 0.99870 0.232
H 2.79997 -2.99119 1.49267 0.326
H -3.15004 -1.31947 2.65654 0.383
H -4.96352 -0.33933 4.00086 0.448
H -4.43848 0.92263 6.05786 0.421
H -2.09347 1.19403 6.78155 0.460
H -0.26693 0.24815 5.42888 0.326
H 0.02960 -4.16046 3.19610 0.284
H -0.86365 -6.15357 2.08383 0.463
H -2.22773 -5.92957 0.03394 0.424
H -2.70055 -3.68699 -0.88946 0.537
H -1.81337 -1.68198 0.22642 0.056
```

Energy relative to the best compared isomer or geometry (same formula, charge and spin), eV: 0.475
Gap between HOMO and LUMO (spin up / spin down), Ha: 0.256 / 0.164
Multiplicity: 2
<S²>: 0.81
Total charge: +1

ORCA calculation (ωB97M-V/def2-TZVPD) on a structure of composition C5H6O.

The geometry in XYZ format:
```
12
Properties=species:S:1:pos:R:3:mulliken_charge:R:1
O -0.62683 2.47511 -0.59852 -0.498
C -0.63267 1.33499 -0.22605 0.435
C -1.34775 0.06983 -0.25932 -0.662
C 0.35497 -1.39337 -0.34968 -0.445
C 1.39396 -0.34075 -0.12933 -0.452
C 0.20969 0.35098 0.47142 -0.034
H -2.08318 -0.10112 0.52299 0.318
H -1.56827 -0.40512 -1.20578 0.312
H 0.23305 -1.92025 0.61662 0.151
H 1.80558 0.12854 -1.02544 0.251
H 2.16064 -0.50260 0.63188 0.260
H 0.10082 0.30378 1.55121 0.366
```

Energy relative to the best compared isomer or geometry (same formula, charge and spin), eV: 5.547
Gap between HOMO and LUMO, Ha: 0.320
Multiplicity: 1

ORCA calculation (ωB97M-V/def2-TZVPD) on the molecule C4H10O at a distorted geometry.

The geometry in XYZ format:
```
15
Properties=species:S:1:pos:R:3:mulliken_charge:R:1
C 0.65091 -1.51086 0.36080 -0.889
C 0.95461 -0.04884 0.16122 -0.701
C -0.15848 0.82006 -0.42011 0.388
C -1.33600 0.78643 0.50995 -1.253
O -0.58001 0.33224 -1.72924 -0.559
H 1.65176 -1.99063 0.68605 0.288
H 0.36922 -1.86122 -0.67178 0.233
H -0.21286 -1.77509 1.00650 0.276
H 1.77662 0.06882 -0.56467 0.393
H 1.34291 0.52646 1.01838 0.340
H 0.24980 1.87100 -0.50156 0.223
H -2.21037 1.30141 0.02512 0.337
H -1.62585 -0.22970 0.76051 0.294
H -1.20239 1.46254 1.48498 0.272
H 0.33012 0.24737 -2.12614 0.359
```

Energy relative to the best compared isomer or geometry (same formula, charge and spin), eV: 0.833
Gap between HOMO and LUMO, Ha: 0.412
Multiplicity: 1

ORCA calculation (ωB97M-V/def2-TZVPD) on the molecule C7H4 at a distorted geometry.

The geometry in XYZ format:
```
11
Properties=species:S:1:pos:R:3:mulliken_charge:R:1
C 0.85547 -0.57355 -0.53359 0.152
C 1.38496 -1.39808 -1.37594 -0.316
C -1.67778 -0.46539 -0.61586 -0.246
C -1.38774 0.06709 0.54995 -0.523
C 0.96733 0.21203 0.76403 -0.684
C -0.26929 1.02448 0.40642 0.095
C -0.39105 0.13324 -0.78992 0.054
H -1.88375 -1.31380 -1.10233 0.399
H 0.98292 -0.44066 1.59932 0.329
H 1.92254 0.67178 0.68566 0.291
H -0.50363 2.08286 0.41226 0.448
```

Energy relative to the best compared isomer or geometry (same formula, charge and spin), eV: 4.631
Gap between HOMO and LUMO, Ha: 0.294
Multiplicity: 1

ORCA calculation (ωB97M-V/def2-TZVPD) on a cluster of 6 separate species, C44H80BClF5IN2O22S2 in total at a distorted geometry.

The geometry in XYZ format:
```
158
Properties=species:S:1:pos:R:3:mulliken_charge:R:1
H 1.92359 1.44574 3.77059 0.349
N 2.84647 1.01128 3.69854 -0.801
C 2.86669 0.23060 2.70144 -1.284
C 1.70713 -0.01754 1.75952 -0.943
C 1.71960 0.95319 0.55502 -0.283
B 3.28155 1.31249 0.31701 2.138
O 4.16407 0.31760 0.00430 -0.822
O 3.79631 2.56955 0.53745 -0.516
O 1.14634 2.15893 1.15339 -0.601
S 0.51634 3.32913 0.29439 1.694
O 1.47052 4.06879 -0.45547 -0.619
O -0.21357 4.11335 1.24314 -0.806
C -0.69900 2.49690 -0.91620 -0.602
C -2.10343 2.96579 -0.45062 -1.105
C -2.64421 4.22494 -1.12243 -1.065
C -2.06885 5.56436 -0.68832 -0.310
C -2.75086 6.68915 -1.46686 -1.015
C -2.02174 8.04534 -1.35219 -0.980
C -1.59849 8.65363 -2.70239 -0.835
C -0.06851 8.79563 -2.87003 -0.764
C 0.43312 8.54087 -4.28363 -0.850
O 1.58969 7.73408 -4.22456 -0.331
C 1.97232 7.29207 -5.50229 -0.695
O -0.37699 3.19006 -2.06029 0.184
C -0.58553 2.85691 -3.40026 -0.308
C -0.65150 4.15131 -4.25512 0.116
C -2.01050 4.33983 -4.95158 -1.500
O -0.26666 5.26040 -3.47426 0.106
C -0.49560 0.88619 -0.84198 1.691
C -1.24196 0.55889 0.46415 -3.400
O -0.88398 -0.72385 0.95334 -0.156
N -1.74353 -1.10404 2.01933 -0.008
O -2.00168 -2.23127 1.94425 -0.270
S -1.61473 0.01564 -2.04657 1.981
O -2.18362 -1.16214 -1.45896 -0.627
O -2.66645 0.92324 -2.44341 -0.719
C -0.98077 -0.59118 -3.68195 0.381
F -0.11409 0.21437 -4.32058 -0.064
F -0.48125 -1.83791 -3.59776 -0.283
C -2.23274 -0.69059 -4.66826 0.490
F -1.76999 -1.44955 -5.69883 -0.238
F -3.27892 -1.32090 -4.14716 -0.200
F -2.55096 0.49994 -5.18276 -0.163
C 1.02155 0.45148 -0.77336 1.558
Cl 1.93369 1.47130 -2.03587 -0.189
C 1.55466 -0.99626 -1.10371 -1.094
I 0.51502 -2.81411 -0.49423 0.101
C 2.06274 -1.29584 -2.55362 -0.855
C 3.58335 -1.23045 -2.69982 -1.408
H 3.76580 -0.34154 2.49706 0.476
H 0.83232 0.20910 2.34432 1.082
H 1.70883 -1.06712 1.52101 0.158
H 4.97451 0.72940 -0.30729 0.253
H 3.69280 2.78843 1.47056 0.297
H -2.17347 3.11555 0.62077 0.622
H -2.87314 2.22540 -0.62688 0.873
H -2.63217 4.17112 -2.20587 -0.647
H -3.70090 4.24354 -0.84990 0.785
H -2.24290 5.71588 0.37528 0.426
H -0.99533 5.63121 -0.83139 0.444
H -3.79089 6.75635 -1.15366 0.562
H -2.78808 6.38404 -2.51254 0.348
H -1.13558 7.88268 -0.74879 0.508
H -2.68717 8.74050 -0.85012 0.397
H -1.98175 8.07477 -3.54061 0.486
H -2.03019 9.64818 -2.78673 0.493
H 0.42512 8.09442 -2.20399 0.316
H 0.22764 9.79490 -2.56463 0.539
H -0.33300 8.05537 -4.89902 0.327
H 0.72121 9.47692 -4.77146 0.471
H 2.07658 8.13837 -6.18934 0.347
H 2.92457 6.78800 -5.41251 0.230
H 1.20976 6.62900 -5.91933 0.210
H -1.45687 2.27136 -3.66508 -0.031
H 0.27718 2.32409 -3.78796 0.158
H 0.08308 4.07376 -5.05892 0.460
H -2.20941 5.40550 -5.04267 0.320
H -1.93422 3.96806 -5.96926 0.417
H -2.82578 3.84247 -4.43967 0.361
H -0.66684 6.05653 -3.82516 -0.283
H -2.31071 0.54665 0.29641 1.479
H -1.03587 1.29570 1.23429 0.650
H 2.44957 -1.16376 -0.52553 0.723
H 1.54931 -0.76386 -3.34097 -0.067
H 1.84337 -2.33974 -2.73812 0.823
H 3.87592 -1.85488 -3.53890 0.542
H 4.07744 -1.62315 -1.81775 0.066
H 3.90917 -0.21360 -2.88165 0.246
C 0.05961 -3.54354 -10.06475 -0.879
C 1.48298 -3.68874 -9.56770 -0.379
O 2.15832 -2.43136 -9.50617 -0.371
C 2.07315 -1.60069 -8.44726 0.436
C 1.02619 -1.85688 -7.38735 -0.433
O 2.78838 -0.64078 -8.40702 -0.568
H -0.54256 -2.93760 -9.38763 0.225
H -0.41162 -4.52201 -10.16091 0.344
H 0.05001 -3.05224 -11.03739 0.297
H 1.53520 -4.20194 -8.60634 0.365
H 2.06034 -4.28486 -10.27223 0.312
H 0.13468 -1.27910 -7.62539 0.214
H 1.42050 -1.51826 -6.43221 0.138
H 0.75473 -2.90348 -7.27102 0.286
C 1.84938 -4.68767 5.87399 -0.889
C 1.84378 -3.21674 6.23638 -0.107
O 1.54928 -2.39224 5.10554 -0.375
C 0.29488 -2.11464 4.72027 -0.083
C -0.85694 -2.89408 5.30435 0.281
O 0.12572 -1.28553 3.86334 -0.475
H 0.86900 -5.02026 5.53326 0.075
H 2.13653 -5.29003 6.73624 0.366
H 2.55584 -4.87458 5.06387 0.309
H 1.16588 -2.99601 7.06173 0.246
H 2.83835 -2.91066 6.55664 0.385
H -1.08228 -3.73011 4.64143 0.371
H -1.72372 -2.23966 5.35275 -0.011
H -0.68664 -3.26549 6.31037 -0.198
C 4.94100 -6.71293 0.86115 -1.041
C 4.86875 -5.60122 -0.16442 -0.475
O 3.88197 -4.62466 0.17759 -0.251
C 4.12189 -3.59287 1.00093 0.766
C 5.38801 -3.56969 1.82500 -1.271
O 3.28708 -2.73674 1.11313 -0.265
H 5.24653 -6.33901 1.83864 0.279
H 5.65466 -7.47439 0.54639 0.381
H 3.96239 -7.17725 0.98121 0.308
H 5.83691 -5.12776 -0.33294 0.365
H 4.54610 -6.00347 -1.12293 0.332
H 5.17705 -4.00360 2.80171 0.245
H 5.68535 -2.53236 1.95785 0.289
H 6.22596 -4.09366 1.37155 0.451
C -2.53091 -6.50966 7.13157 -1.021
C -1.02923 -6.46974 7.31534 -0.594
O -0.49040 -5.15257 7.14839 -0.021
C -0.45176 -4.22962 8.12455 0.863
C -1.25610 -4.43932 9.38423 -1.457
O 0.17674 -3.22404 7.93674 -0.597
H -3.04771 -5.91411 7.88174 0.264
H -2.88581 -7.53963 7.20032 0.464
H -2.80717 -6.10455 6.16163 0.224
H -0.72090 -6.89237 8.27322 0.426
H -0.54378 -7.06416 6.54238 0.356
H -2.22051 -3.94783 9.26192 0.280
H -0.72123 -3.97398 10.20823 0.378
H -1.41437 -5.48266 9.64499 0.401
C -6.56307 -0.66877 5.62812 -1.003
C -5.19409 -0.63607 6.27489 -0.343
O -4.74158 -1.94461 6.63576 -0.395
C -4.10771 -2.76701 5.78034 0.699
C -4.08910 -2.44760 4.30629 -0.902
O -3.62372 -3.77952 6.20842 -0.521
H -6.55220 -1.22647 4.69177 0.274
H -6.90913 0.34391 5.42067 0.368
H -7.27975 -1.15592 6.28905 0.304
H -4.45338 -0.13085 5.65410 0.309
H -5.24263 -0.08641 7.21299 0.353
H -4.91666 -2.96650 3.82357 0.333
H -3.15535 -2.81179 3.89426 0.316
H -4.14567 -1.38625 4.07840 0.300
```

Gap between HOMO and LUMO, Ha: 0.313
Multiplicity: 1

ORCA calculation (ωB97M-V/def2-TZVPD) on a cluster of 2 separate species, C3H4NP in total at a distorted geometry.

The geometry in XYZ format:
```
9
Properties=species:S:1:pos:R:3:mulliken_charge:R:1
C -1.11819 3.67881 -1.28756 -0.180
C -0.34797 -0.83561 -0.13453 -0.458
C 0.96477 -1.07269 0.53628 -0.531
N -0.75872 2.75516 -0.68014 -0.332
P 0.08497 0.42399 1.16895 0.349
H -0.56248 -0.51455 -1.03640 0.390
H -1.20916 -1.51925 0.35245 0.198
H 1.07812 -2.02815 1.13013 0.273
H 1.86866 -0.88773 -0.04918 0.291
```

Energy relative to the best compared isomer or geometry (same formula, charge and spin), eV: 4.877
Gap between HOMO and LUMO (spin up / spin down), Ha: 0.291 / 0.165
Multiplicity: 1

| no. | molecular weight (g mol⁻¹) | total energy (Eh) |
| --- | --- | --- |
| 1 | 1150.336 | -6960.9316 |
| 2 | 82.102 | -269.1424 |
| 3 | 74.123 | -233.6143 |
| 4 | 88.109 | -268.7702 |
| 5 | 1321.409 | -5567.5178 |
| 6 | 85.046 | -512.5967 |